Model one:
This record from the Open Molecules 2025 dataset describes a structure of composition C3H9S2. The level of theory is ωB97M-V with the def2-TZVPD basis set.

Last column: natural (NBO) charge in e.
Positions of all 14 atoms, in Å:
S  -0.069  -0.335  2.320  -0.79
H  -0.033  -1.169  3.371  0.11
C  0.018  1.662  -0.512  -0.61
C  -0.495  0.257  -0.771  -0.44
C  0.551  -0.857  -0.723  -0.51
S  -0.197  -2.417  -0.084  -0.36
H  -0.856  2.325  -0.649  0.19
H  0.819  1.991  -1.197  0.19
H  0.295  1.832  0.543  0.23
H  -1.235  -0.063  -0.059  0.24
H  -0.961  0.173  -1.729  0.18
H  1.379  -0.637  -0.002  0.22
H  0.979  -1.103  -1.728  0.19
H  -0.195  -1.658  1.218  0.17

Values from the calculation:
HOMO level   -3.1 eV
LUMO energy   3.8 eV
Charge   -1
HOMO-LUMO gap   0.2567 Eh

=====

Model two:
This record from the Open Molecules 2025 dataset describes a cluster of 2 separate species, C3H9S2 in total. The level of theory is ωB97M-V with the def2-TZVPD basis set.

Last column: natural (NBO) charge in e.
Positions of all 14 atoms, in Å:
C  0.417  2.654  -0.447  -0.70
S  1.152  1.153  -1.366  -0.13
H  0.506  3.479  -1.140  0.21
H  1.036  2.680  0.451  0.22
H  -0.538  2.274  -0.096  0.23
C  -1.924  -0.239  0.360  -0.64
C  -0.992  -1.436  -0.007  -0.53
S  0.103  -1.883  1.463  -0.79
H  -1.476  0.393  1.118  0.21
H  -2.001  0.371  -0.562  0.17
H  -2.893  -0.703  0.543  0.20
H  -0.208  -1.120  -0.679  0.20
H  -1.503  -2.380  -0.206  0.19
H  1.667  0.695  -0.198  0.16

Values from the calculation:
HOMO level   -2.2 eV
LUMO energy   3.3 eV
Charge   -1
HOMO-LUMO gap   0.1999 Eh

=====

Model three:
This record from the Open Molecules 2025 dataset describes a cluster of 2 separate species, C3H9S2 in total. The level of theory is ωB97M-V with the def2-TZVPD basis set.

Last column: natural (NBO) charge in e.
Positions of all 14 atoms, in Å:
C  1.121  1.131  1.034  -0.63
C  -0.368  1.148  0.673  -0.53
S  -0.600  2.294  -0.727  -0.12
H  1.564  2.128  1.160  0.18
H  1.591  0.680  0.154  0.24
H  1.343  0.481  1.892  0.22
H  -0.659  0.129  0.360  0.29
H  -1.014  1.476  1.499  0.19
H  -1.163  1.486  -1.635  0.12
C  -0.409  -2.643  -0.993  -0.73
S  0.487  -2.059  0.495  -0.73
H  0.303  -3.020  -1.728  0.17
H  -1.077  -3.457  -0.705  0.17
H  -0.991  -1.847  -1.460  0.16

Values from the calculation:
HOMO level   -2.4 eV
LUMO energy   3.3 eV
Charge   -1
HOMO-LUMO gap   0.2072 Eh

=====

How far above the most stable structure does each one sit? In hartree: model one 0.0000; model two 0.0382; model three 0.0123.